{"formula": "C31H65BIN13O24P", "method": "the ωB97M-V functional and the def2-TZVPD basis", "species": ["C", "C", "C", "O", "N", "O", "N", "C", "C", "C", "B", "N", "O", "C", "C", "C", "C", "C", "O", "O", "C", "C", "P", "N", "N", "C", "C", "O", "I", "C", "C", "C", "C", "C", "C", "O", "C", "C", "O", "H", "H", "H", "H", "H", "H", "H", "H", "H", "H", "H", "H", "H", "H", "H", "H", "H", "H", "H", "H", "H", "H", "H", "H", "H", "H", "H", "H", "H", "H", "H", "H", "H", "H", "H", "H", "H", "H", "H", "H", "H", "C", "N", "O", "O", "H", "H", "H", "C", "N", "O", "O", "H", "H", "H", "C", "N", "O", "O", "H", "H", "H", "C", "N", "O", "O", "H", "H", "H", "C", "N", "O", "O", "H", "H", "H", "C", "N", "O", "O", "H", "H", "H", "C", "N", "O", "O", "H", "H", "H", "C", "N", "O", "O", "H", "H", "H"], "xyz": [[4.387, -2.399, 2.700], [4.122, -1.981, 1.485], [3.474, -1.415, 0.093], [4.040, -2.279, -0.947], [5.117, -2.930, -0.434], [5.354, -3.936, -1.029], [3.810, 0.009, 0.052], [3.256, 0.808, -1.085], [4.003, 0.461, -2.515], [5.615, 0.199, -2.317], [3.796, 2.354, -0.772], [4.116, 2.737, 0.671], [4.044, 3.377, -1.759], [1.649, 0.654, -1.133], [0.761, 1.643, -0.270], [1.062, 1.872, 1.283], [1.114, 3.498, 1.541], [1.308, 3.755, 3.113], [2.458, 3.804, 3.643], [0.099, 3.879, 3.917], [0.250, 3.169, 5.184], [0.687, 4.211, 6.367], [1.136, 1.180, -2.954], [1.537, 2.687, -3.308], [1.332, -0.827, -1.090], [-0.068, -1.218, -1.556], [-0.023, -2.061, -2.969], [0.634, -3.153, -2.984], [-1.055, -1.430, -4.772], [1.841, -1.614, 0.067], [1.273, -1.434, 1.519], [-0.295, -1.171, 1.727], [-0.691, -1.053, 3.313], [-1.791, 0.091, 3.589], [-3.151, -0.093, 2.705], [-3.567, 1.258, 2.314], [-4.472, 1.225, 1.205], [-4.392, 2.491, 0.186], [-5.321, 0.281, 1.040], [4.569, -2.433, 3.842], [4.779, 0.242, 0.299], [3.947, 1.314, -3.279], [3.601, -0.492, -3.015], [5.855, -0.526, -1.464], [5.951, -0.310, -3.309], [6.208, 1.177, -2.180], [4.225, 3.777, 0.684], [5.090, 2.395, 0.848], [4.924, 3.207, -2.175], [-0.379, 1.390, -0.345], [0.836, 2.692, -0.782], [0.220, 1.519, 2.009], [2.066, 1.478, 1.676], [0.059, 3.888, 1.225], [1.861, 4.037, 0.861], [0.983, 2.265, 5.121], [-0.754, 2.704, 5.555], [1.826, 4.305, 6.485], [0.245, 3.908, 7.402], [0.178, 5.217, 6.079], [-0.303, 1.102, -3.081], [1.647, 0.206, -3.916], [0.645, 3.186, -3.509], [1.902, -1.202, -1.901], [-0.492, -2.021, -0.823], [-0.824, -0.366, -1.555], [1.717, -2.740, -0.228], [1.494, -2.416, 2.114], [1.834, -0.616, 2.134], [-0.705, -0.266, 1.123], [-0.865, -2.108, 1.346], [-1.158, -2.063, 3.626], [0.245, -0.858, 3.972], [-1.392, 1.149, 3.377], [-2.120, 0.060, 4.698], [-3.013, -0.766, 1.785], [-3.979, -0.573, 3.364], [-4.659, 3.455, 0.772], [-5.140, 2.360, -0.673], [-3.324, 2.611, -0.251], [-6.386, 2.402, -4.316], [-4.951, 2.269, -3.952], [-4.691, 1.811, -2.846], [-4.134, 2.627, -4.788], [-6.994, 2.048, -3.485], [-6.579, 3.457, -4.513], [-6.558, 1.795, -5.206], [-1.861, 2.560, -6.903], [-0.643, 2.159, -6.150], [0.331, 1.812, -6.801], [-0.708, 2.208, -4.930], [-1.661, 2.468, -7.970], [-2.668, 1.890, -6.603], [-2.085, 3.593, -6.640], [1.868, -0.958, -7.394], [3.059, -1.333, -6.589], [4.054, -1.696, -7.195], [2.952, -1.250, -5.368], [2.103, -1.078, -8.450], [1.053, -1.621, -7.102], [1.634, 0.081, -7.168], [4.713, -4.700, -5.904], [4.147, -5.402, -7.086], [4.543, -6.537, -7.308], [3.324, -4.788, -7.752], [5.425, -5.360, -5.410], [5.207, -3.798, -6.264], [3.884, -4.459, -5.238], [-5.885, 1.253, 5.663], [-4.652, 0.523, 6.060], [-3.907, 1.071, 6.861], [-4.474, -0.578, 5.554], [-5.911, 2.208, 6.186], [-5.843, 1.405, 4.584], [-6.738, 0.635, 5.944], [-4.847, -2.443, -4.769], [-5.428, -1.272, -5.476], [-4.652, -0.402, -5.856], [-6.640, -1.263, -5.627], [-3.767, -2.313, -4.709], [-5.288, -2.478, -3.772], [-5.098, -3.334, -5.344], [3.235, -4.984, 6.097], [2.750, -3.751, 5.422], [2.131, -3.889, 4.375], [3.007, -2.685, 5.965], [2.936, -5.848, 5.506], [4.321, -4.917, 6.162], [2.780, -5.017, 7.087], [-4.081, -1.055, 9.512], [-5.091, -1.469, 10.522], [-6.258, -1.176, 10.301], [-4.676, -2.074, 11.500], [-4.588, -0.531, 8.703], [-3.368, -0.398, 10.010], [-3.596, -1.958, 9.142]], "forces_ev_per_angstrom": [[-1.48, 3.18, -5.48], [-0.16, -1.50, 5.88], [1.01, 0.16, 2.90], [-1.92, 1.00, -0.38], [1.82, -2.78, -0.78], [-0.46, 2.00, 0.78], [-1.21, -1.22, -0.81], [1.12, 0.60, -0.67], [1.05, -0.78, 0.10], [-0.56, -0.31, -0.75], [0.40, 1.95, 0.65], [0.81, 0.17, -2.14], [0.48, -2.21, 0.97], [0.19, 1.49, -1.21], [-0.89, 0.50, 0.68], [0.43, 1.48, 1.40], [-1.92, -0.17, 0.12], [2.93, 0.46, 1.62], [-4.97, -0.39, -2.20], [2.43, -1.76, -1.51], [0.23, -0.39, 2.80], [-0.59, -0.09, -0.20], [-0.32, 2.66, -1.21], [-0.61, -1.11, 0.67], [-0.09, -0.61, -1.63], [-2.18, -1.59, 0.28], [2.96, -4.01, 0.74], [-3.00, 5.46, 0.24], [0.39, -0.15, 1.14], [2.06, -2.68, 1.45], [-0.54, 0.47, 1.93], [-0.58, -0.71, -0.10], [-0.30, 0.17, -0.23], [-0.71, -0.07, -0.06], [0.25, -0.97, 1.37], [-1.25, -0.85, -2.77], [-2.58, -1.93, -0.53], [0.13, -0.11, 0.85], [4.16, 4.06, 0.81], [-0.29, -0.12, -2.69], [-0.76, -0.48, -0.15], [-0.46, -1.12, 1.23], [0.52, 1.28, 0.73], [-0.36, 1.16, -1.30], [-0.38, 1.02, 1.80], [-0.92, -1.49, -0.17], [0.01, -1.09, 0.00], [-1.12, 0.10, 0.37], [-1.06, 0.39, 0.24], [2.00, 0.21, -0.14], [0.14, -1.99, 0.59], [1.46, 0.30, -1.63], [-1.48, 0.41, -0.98], [1.78, -0.55, 0.71], [-0.80, -0.90, 1.48], [-1.10, 1.83, -0.17], [1.43, 1.08, -1.36], [-1.83, 0.03, -0.43], [0.74, 0.30, -1.92], [1.16, -1.63, 0.57], [0.90, -0.78, 0.60], [-0.30, 0.14, 1.15], [1.05, -0.39, 0.19], [-0.18, 0.30, 0.96], [0.92, 1.49, -1.24], [1.42, -1.02, -0.12], [0.03, 2.10, 0.30], [-0.22, 1.72, -1.34], [-0.82, -1.37, -1.48], [0.81, -1.42, 1.10], [0.83, 1.53, 0.42], [0.93, 1.59, -0.39], [-1.54, -0.36, -1.18], [-0.47, -1.62, 0.26], [0.75, 0.05, -1.77], [-0.12, 1.16, 1.24], [1.49, 0.81, -1.29], [0.56, -1.63, -0.90], [1.21, -0.05, 1.58], [-1.80, -0.28, 0.88], [-0.35, -0.05, 0.10], [0.26, -0.03, 0.00], [0.15, 0.24, -0.88], [-0.44, -0.29, 0.77], [0.21, 0.04, -0.10], [0.09, -0.15, -0.10], [0.10, 0.13, 0.02], [-0.14, 0.04, -0.40], [0.08, 0.14, -0.12], [-0.47, 0.05, 0.69], [-0.14, -0.20, -1.08], [0.12, 0.00, 0.22], [0.08, 0.21, 0.13], [-0.07, -0.21, 0.12], [-0.05, 0.03, -0.37], [0.44, -0.23, -0.46], [-0.66, 0.34, 0.85], [0.19, -0.13, -0.41], [0.09, -0.06, 0.24], [0.13, 0.11, 0.05], [-0.02, -0.15, 0.12], [0.28, -0.01, 0.27], [-0.05, -0.42, -0.33], [-0.41, 0.83, 0.00], [0.44, -0.44, 0.39], [-0.17, 0.02, -0.17], [-0.22, -0.03, 0.04], [0.07, 0.10, -0.15], [-0.21, 0.31, 0.04], [0.21, 0.03, 0.13], [-0.29, -0.58, -0.56], [0.03, 0.64, 0.56], [0.11, -0.21, -0.04], [-0.03, -0.17, 0.10], [0.13, -0.01, -0.15], [0.24, -0.18, 0.09], [-0.35, 0.14, -0.16], [-0.51, -0.28, 0.16], [0.99, 0.23, 0.08], [-0.32, 0.02, -0.05], [-0.07, -0.05, -0.18], [-0.11, 0.12, 0.13], [0.00, -0.38, -0.02], [-0.21, 0.19, -0.09], [0.32, 0.33, 0.56], [-0.17, -0.60, -0.59], [0.01, 0.24, 0.04], [-0.15, 0.08, 0.12], [0.17, 0.11, -0.08], [0.04, 0.14, -0.30], [-0.37, -0.15, 0.35], [0.71, -0.25, 0.25], [-0.38, 0.42, -0.67], [0.05, -0.11, 0.24], [-0.04, -0.19, -0.03], [0.01, 0.12, 0.16]], "mol_weight_g_mol": 1172.6, "total_charge": 1, "de_lowest_kj_mol": 0.0, "multiplicity": 1, "total_energy_ha": -4400.278943, "e_homo_ev": -11.1, "homo_lumo_gap_ha": 0.27431}